Entry 1:
This record from the OMol25 dataset describes a molecular structure, C62H49BaN12O6 in a non-equilibrium geometry. The level of theory is ωB97M-V/def2-TZVPD.

Last column: Mulliken charge in e.
Atoms and positions in Å:
Ba (0.0154, 0.0211, -0.0074)  3.152
C (-5.9892, 2.5989, -8.1218)  -0.837
O (-4.8182, 3.1566, -7.5872)  -0.448
C (-4.2685, 2.5761, -6.4686)  0.830
C (-3.1073, 3.1795, -5.9901)  -0.883
C (-2.4541, 2.6662, -4.8905)  0.213
C (-2.9428, 1.5480, -4.2172)  -0.368
C (-4.1223, 0.9787, -4.6800)  -0.643
C (-4.7810, 1.4754, -5.7955)  -0.677
C (-2.2020, 0.9789, -3.0684)  0.790
C (-2.7902, 1.0417, -1.8053)  0.087
C (-4.0465, 1.6746, -1.5028)  -1.413
C (-4.2011, 1.6006, -0.1538)  -1.400
C (-3.0589, 0.8787, 0.3496)  -0.001
N (-2.2404, 0.5638, -0.6583)  0.072
C (-2.8908, 0.4146, 1.6880)  0.414
C (-2.4132, -0.9127, 1.8886)  0.098
C (-2.9285, -1.8833, 2.8223)  -0.990
C (-2.2747, -3.0470, 2.5698)  -1.525
C (-1.3011, -2.7558, 1.5481)  -0.035
C (-0.2317, -3.5628, 1.1550)  0.671
C (-0.0873, -4.9195, 1.7015)  -0.019
C (0.1251, -5.9792, 0.8129)  -0.293
C (0.2246, -7.2756, 1.2634)  -0.916
C (0.1164, -7.5628, 2.6231)  0.837
O (0.2020, -8.8942, 2.9576)  -0.462
C (-0.0588, -9.2632, 4.2849)  -0.829
C (-0.0589, -6.5181, 3.5196)  -0.741
C (-0.1555, -5.2145, 3.0585)  -0.728
C (0.7695, -3.1558, 0.2446)  -0.268
N (0.6534, -2.1663, -0.6498)  -1.122
C (1.8207, -2.0944, -1.3309)  0.715
C (2.0031, -1.3177, -2.4766)  1.696
C (3.2658, -1.4041, -3.2213)  -0.534
C (3.9615, -0.2334, -3.5277)  -0.265
C (5.1293, -0.2768, -4.2556)  -0.657
C (5.6344, -1.4942, -4.7113)  0.812
O (6.7930, -1.4165, -5.4482)  -0.456
C (7.3565, -2.6041, -5.9376)  -0.839
C (4.9564, -2.6665, -4.4058)  -0.674
C (3.7854, -2.6129, -3.6670)  -0.671
C (0.9837, -0.5370, -3.0557)  -0.094
C (0.8727, -0.2676, -4.4651)  -1.577
C (-0.3493, 0.2981, -4.6489)  -1.423
C (-0.9422, 0.4247, -3.3426)  0.124
N (-0.1097, -0.0921, -2.4132)  0.380
C (2.7592, -3.0380, -0.7826)  -1.668
C (2.0935, -3.7243, 0.1779)  -0.929
N (-1.4737, -1.4778, 1.1279)  0.029
C (-3.0648, 1.3129, 2.8046)  0.890
C (-3.3405, 2.6800, 2.6145)  -0.647
C (-3.1974, 3.5993, 3.6258)  -0.574
C (-2.7191, 3.2168, 4.8760)  0.902
O (-2.5033, 4.2264, 5.7917)  -0.514
C (-1.4234, 4.0579, 6.6776)  -0.803
C (-2.4857, 1.8663, 5.1083)  -1.258
C (-2.6783, 0.9399, 4.1027)  -0.491
H (-6.2524, 3.2274, -8.9733)  0.240
H (-5.8269, 1.5716, -8.4703)  0.327
H (-6.8137, 2.6112, -7.3986)  0.319
H (-2.7322, 4.0475, -6.5107)  0.443
H (-1.5562, 3.1419, -4.5294)  0.530
H (-4.5318, 0.1220, -4.1653)  0.500
H (-5.6839, 0.9872, -6.1332)  0.378
H (-4.7167, 2.1159, -2.2208)  0.628
H (-5.0569, 1.9113, 0.4206)  0.718
H (-3.7436, -1.7396, 3.5084)  0.695
H (-2.4465, -4.0019, 3.0321)  0.750
H (0.1942, -5.7666, -0.2440)  0.536
H (0.3767, -8.0959, 0.5799)  0.415
H (-0.0648, -10.3532, 4.2933)  0.243
H (0.7188, -8.9029, 4.9686)  0.312
H (-1.0359, -8.8981, 4.6211)  0.341
H (-0.1164, -6.7025, 4.5815)  0.395
H (-0.2622, -4.4094, 3.7706)  0.591
H (3.5857, 0.7116, -3.1650)  0.478
H (5.6809, 0.6210, -4.4895)  0.442
H (8.2715, -2.3048, -6.4501)  0.244
H (7.6072, -3.3022, -5.1300)  0.325
H (6.6927, -3.1048, -6.6534)  0.330
H (5.3216, -3.6271, -4.7376)  0.385
H (3.2513, -3.5263, -3.4491)  0.564
H (1.5974, -0.5303, -5.2150)  0.559
H (-0.8039, 0.5929, -5.5780)  0.581
H (3.7838, -3.1443, -1.0853)  0.728
H (2.4765, -4.5019, 0.8155)  0.679
H (-3.6178, 3.0297, 1.6347)  0.284
H (-3.3927, 4.6474, 3.4526)  0.373
H (-1.3313, 5.0043, 7.2121)  0.284
H (-1.5977, 3.2565, 7.4045)  0.308
H (-0.4986, 3.8554, 6.1260)  0.287
H (-2.1236, 1.5305, 6.0705)  0.237
H (-2.4426, -0.0919, 4.3078)  0.222
N (0.1353, 1.7829, 3.5149)  0.979
C (0.0329, 2.9247, 2.8591)  -0.629
N (-0.0221, 4.0655, 3.5675)  -0.448
C (-0.1139, 5.1684, 2.8429)  0.221
N (-0.0847, 6.3585, 3.4866)  -0.441
N (-0.1632, 5.2194, 1.5079)  -0.658
C (-0.0781, 4.0362, 0.9044)  0.037
N (0.0171, 2.8734, 1.5129)  0.444
C (-0.0143, 4.0880, -0.5662)  0.653
C (-0.4469, 5.2341, -1.2376)  -0.899
C (-0.2576, 5.3137, -2.6060)  -0.592
C (0.3560, 4.2481, -3.2475)  -0.700
C (0.7129, 3.1374, -2.4941)  0.239
N (0.5356, 3.0554, -1.1909)  0.143
H (0.1687, 1.7970, 4.5192)  0.460
H (0.2925, 0.9035, 2.9885)  -0.587
H (-0.2882, 6.3688, 4.4694)  0.235
H (-0.2764, 7.1742, 2.9322)  0.255
H (-0.9031, 6.0336, -0.6739)  0.487
H (-0.5769, 6.1892, -3.1583)  0.411
H (0.5543, 4.2697, -4.3087)  0.500
H (1.1752, 2.2820, -2.9624)  0.130
O (3.8717, -0.0111, 0.7171)  -0.770
N (2.6455, -0.1109, 0.9622)  -0.637
N (2.2392, -0.2805, 2.1641)  1.074
O (0.9391, -0.4344, 2.2757)  -0.513
C (2.9711, -0.2357, 3.3694)  0.617
C (2.2516, -0.3809, 4.5606)  -0.215
C (2.8794, -0.2549, 5.7809)  -0.909
C (4.2405, -0.0063, 5.8483)  -0.513
C (4.9647, 0.0996, 4.6730)  -0.499
C (4.3469, -0.0022, 3.4381)  -0.605
H (1.1959, -0.5932, 4.5017)  0.373
H (2.2988, -0.3612, 6.6860)  0.398
H (4.7290, 0.0909, 6.8072)  0.380
H (6.0328, 0.2593, 4.7145)  0.380
H (4.9230, 0.1086, 2.5328)  0.486

Atomic forces in eV per Å
Ba 2.12 4.40 1.36
C -0.19 -0.10 -0.07
O 0.29 -0.01 0.30
C 0.06 0.14 0.03
C -0.10 0.00 -0.19
C -0.13 -0.02 -0.02
C -0.22 0.02 -0.14
C 0.21 0.04 0.11
C -0.25 0.10 -0.35
C -0.35 0.11 0.51
C -0.01 0.08 -0.59
C -0.28 0.20 0.26
C -0.24 0.27 -0.34
C 0.15 -0.07 0.11
N -1.77 0.01 -0.60
C 0.01 -0.67 -0.65
C 0.12 0.33 -0.22
C 0.06 -0.48 0.31
C -0.35 0.09 0.32
C 0.39 -0.42 -0.18
C -0.48 0.39 0.22
C 0.00 -0.18 0.21
C -0.07 -0.03 0.18
C 0.02 -0.21 0.14
C 0.01 -0.04 -0.13
O 0.03 0.33 -0.33
C -0.03 -0.05 0.22
C 0.00 -0.40 0.22
C 0.06 0.10 -0.22
C 0.17 0.07 -0.20
N -0.14 -2.26 -0.55
C 0.40 -0.04 -0.40
C -0.20 -0.24 0.34
C 0.24 -0.12 -0.14
C 0.09 -0.13 -0.03
C 0.21 -0.08 -0.16
C 0.03 0.13 -0.02
O -0.32 0.20 0.27
C 0.07 -0.20 -0.08
C 0.34 -0.10 -0.22
C -0.13 0.20 0.06
C 0.09 0.13 -0.37
C 0.11 0.06 -0.05
C -0.03 0.19 -0.03
C 0.33 -0.23 -0.25
N -0.58 -0.20 -2.02
C 0.13 -0.13 0.11
C 0.29 -0.09 -0.04
N -1.22 -1.21 0.49
C -0.21 0.38 0.86
C -0.09 -0.19 0.03
C -0.01 0.11 0.34
C -0.06 0.02 -0.10
O -0.30 -0.21 -0.37
C 0.23 -0.10 0.17
C -0.23 0.39 0.41
C -0.24 0.02 -0.27
H -0.03 -0.10 0.06
H -0.03 0.06 0.06
H 0.06 -0.03 -0.05
H 0.06 0.11 -0.05
H 0.09 0.01 0.01
H 0.00 -0.11 0.05
H -0.05 0.00 -0.03
H -0.09 0.03 -0.01
H -0.05 0.08 0.07
H -0.12 0.08 0.10
H -0.08 -0.10 0.04
H -0.01 -0.01 -0.07
H 0.00 -0.11 -0.12
H 0.01 0.08 0.07
H -0.07 0.01 -0.02
H 0.06 0.01 0.00
H 0.01 -0.05 0.10
H -0.01 0.06 0.03
H -0.05 0.08 0.02
H 0.04 0.12 -0.01
H -0.07 -0.10 0.04
H -0.03 0.05 -0.05
H 0.03 0.02 0.08
H 0.05 -0.04 -0.06
H -0.04 -0.06 0.00
H 0.08 -0.05 -0.10
H -0.03 0.01 -0.12
H 0.16 -0.04 0.04
H 0.05 -0.08 0.04
H 0.04 0.12 -0.08
H 0.03 0.12 -0.06
H 0.05 -0.09 0.04
H -0.04 0.07 0.00
H -0.08 0.02 0.02
H 0.02 -0.02 0.07
H 0.15 -0.02 0.02
N 0.10 -0.01 -0.07
C 0.03 0.42 0.23
N 0.09 0.21 0.26
C 0.20 -0.55 -0.16
N -0.09 0.33 0.16
N -0.12 0.31 -0.16
C 0.04 0.09 0.92
N -0.03 -0.36 -0.47
C -0.12 0.38 -0.67
C 0.00 -0.12 0.05
C 0.04 -0.17 0.05
C -0.01 0.09 0.09
C 0.08 0.14 -0.51
N -0.02 -0.30 0.43
H 0.01 0.11 -0.12
H 0.19 -0.09 0.17
H -0.01 -0.02 0.01
H -0.07 -0.04 0.07
H 0.03 0.00 0.01
H 0.01 -0.02 0.01
H 0.01 -0.03 -0.09
H 0.04 -0.19 -0.16
O -0.63 0.01 0.42
N 1.52 0.01 -1.02
N 0.71 0.12 0.70
O -0.78 -0.73 1.19
C 0.54 0.13 0.40
C -0.17 -0.09 -0.24
C 0.04 -0.03 0.05
C 0.13 -0.03 0.04
C -0.04 -0.01 0.22
C 0.14 0.03 -0.33
H -0.03 -0.04 -0.05
H -0.05 -0.01 0.09
H 0.06 0.00 0.07
H 0.07 0.07 -0.03
H -0.12 -0.06 0.08

## Properties
Relative energy (zero: lowest compared OMol25 entry of this formula, charge and spin) ... 301.4 kJ/mol
Max |F| ... 5.07 eV/Å
Frontier orbital gap (alpha / beta) ... 4.92 / 4.92 eV
LUMO energy (alpha / beta) ... 1.4 / 1.4 eV
M ... 1195.48 g/mol
Net charge ... -1

=====

Entry 2:
This record from the OMol25 dataset describes a single C5H8O molecule. The level of theory is ωB97M-V/def2-TZVPD.

Last column: natural (NBO) charge in e.
Atoms and positions in Å:
C (1.6684, 0.2875, -0.2092)  -0.605
C (0.3166, 0.1732, 0.4803)  -0.208
C (-0.4968, -1.1569, 0.4172)  -0.527
C (-1.6974, -0.3339, -0.0911)  0.617
O (-2.8640, -0.5480, -0.2800)  -0.518
C (-0.8113, 0.8696, -0.3109)  -0.523
H (1.5818, -0.0117, -1.2617)  0.201
H (1.9949, 1.3357, -0.2019)  0.214
H (2.4553, -0.3130, 0.2561)  0.213
H (0.3866, 0.5177, 1.5187)  0.206
H (-0.6995, -1.6619, 1.3645)  0.236
H (-0.0994, -1.8878, -0.2980)  0.232
H (-1.1248, 1.8962, -0.1077)  0.234
H (-0.5715, 0.7382, -1.3734)  0.228

Atomic forces in eV per Å
C 0.05 -0.06 0.00
C 0.09 0.07 0.02
C -0.01 -0.15 0.11
C -0.35 -0.14 -0.12
O 0.55 -0.06 0.28
C -0.07 0.13 -0.14
H 0.04 -0.04 0.17
H -0.02 -0.20 0.02
H -0.13 0.03 0.01
H -0.09 0.04 -0.21
H 0.13 0.01 -0.07
H -0.22 0.14 0.03
H -0.07 -0.22 -0.01
H 0.10 0.45 -0.09

## Properties
Relative energy (zero: lowest compared OMol25 entry of this formula, charge and spin) ... 88.3 kJ/mol
SMILES ... CC1CC(=O)C1
Max |F| ... 0.62 eV/Å
Frontier orbital gap ... 10.46 eV
LUMO energy ... 1.0 eV
M ... 84.12 g/mol

=====

Entry 3:
This record from the OMol25 dataset describes a single C4H6N2O molecule. The level of theory is ωB97M-V/def2-TZVPD.

Last column: natural (NBO) charge in e.
Atoms and positions in Å:
H (2.4050, -1.4073, 1.9454)  0.343
N (1.6480, -1.1229, 1.3251)  -0.661
C (2.1066, -0.5140, 0.3127)  0.270
N (1.2654, -0.1002, -0.7455)  -0.472
C (0.5007, 1.2448, -0.5389)  -0.231
C (-0.0957, 0.1164, -0.3702)  0.482
O (-1.1296, -0.6589, -0.1720)  -0.451
C (-2.3816, 0.0273, -0.2302)  -0.251
H (3.1652, -0.3120, 0.1125)  0.151
H (0.6267, 2.2441, -0.9127)  0.239
H (-2.3832, 0.8863, 0.4482)  0.189
H (-3.1362, -0.6959, 0.0773)  0.205
H (-2.5705, 0.3603, -1.2556)  0.187

Atomic forces in eV per Å
H -0.07 0.05 -0.03
N 0.27 0.15 -0.25
C -0.04 -0.12 0.18
N 0.04 -0.24 0.04
C -0.19 0.06 0.02
C -0.01 0.12 0.00
O 0.32 0.06 -0.11
C -0.27 0.13 -0.01
H -0.13 -0.02 0.08
H -0.03 -0.16 0.06
H 0.02 -0.13 -0.06
H 0.09 0.12 -0.05
H 0.00 -0.02 0.14

## Properties
Relative energy (zero: lowest compared OMol25 entry of this formula, charge and spin) ... 482.4 kJ/mol
SMILES ... [H]/N=C/N1C=C1OC
Max |F| ... 0.40 eV/Å
Frontier orbital gap ... 9.20 eV
LUMO energy ... 1.0 eV
M ... 98.10 g/mol

=====

Entry 4:
This record from the OMol25 dataset describes a single C5H6N2 molecule in a non-equilibrium geometry. The level of theory is ωB97M-V/def2-TZVPD.

Last column: natural (NBO) charge in e.
Atoms and positions in Å:
N (-1.7691, 1.7239, -0.1173)  -0.327
C (-0.9962, 1.3539, 0.6649)  0.282
C (0.1459, 0.5431, 1.0450)  -0.179
C (-0.2051, -0.9462, 0.8435)  -0.406
C (0.5148, -0.8741, -0.4926)  -0.092
C (0.2524, 0.3013, -1.3626)  -0.304
N (1.1587, 0.4577, -0.2240)  -0.329
H (0.6491, 0.8589, 1.9640)  0.248
H (-1.2616, -1.2266, 0.8557)  0.222
H (0.3476, -1.5785, 1.5440)  0.223
H (1.1034, -1.7199, -0.8383)  0.207
H (-0.6525, 0.9163, -1.2847)  0.234
H (0.6316, 0.3670, -2.3811)  0.224

Atomic forces in eV per Å
N -0.16 0.43 1.70
C -0.63 0.43 -0.82
C 0.82 0.13 -0.79
C -0.06 -0.16 -0.12
C -0.01 -0.35 -0.20
C -0.60 0.18 -0.08
N -0.52 0.26 1.05
H -0.06 -0.17 -0.40
H 0.13 0.13 0.03
H -0.07 0.12 -0.13
H 0.03 0.23 -0.11
H 0.44 -0.93 -0.57
H 0.68 -0.31 0.46

## Properties
Relative energy (zero: lowest compared OMol25 entry of this formula, charge and spin) ... 314.0 kJ/mol
SMILES ... N#C[C@H]1C[C@H]2CN21
Max |F| ... 1.76 eV/Å
Frontier orbital gap ... 10.70 eV
LUMO energy ... 0.9 eV
M ... 94.12 g/mol